C7H15NO in the gas phase in a non-equilibrium geometry. Source: the Open Molecules 2025 dataset; level of theory: wB97M-V/def2-TZVPD.

Calculated values
- SMILES: C/C=C(\ON)C(C)(C)C
- Electronic energy: -405.5662 Eh
- Gap between HOMO and LUMO: 9.77 eV
- Energy above the lowest of the compared OMol25 structures with the same formula, charge and spin: 4.657 eV
- E_LUMO: 0.91 eV
- Total charge: 0
- Highest occupied orbital energy: -8.8591 eV

Last column: natural (NBO) charge in e.
CARTESIAN COORDINATES (ANGSTROEM)
C -1.4225 -0.1272 -1.3625  -0.2469
C -0.6315 -0.0868 -0.3184  0.3239
C -2.9085 -0.2726 -1.3882  -0.6441
C 1.4751 -0.0993 1.0638  -0.6302
C 1.6301 -0.8122 -1.2693  -0.5987
C 1.1957 1.6128 -0.6395  -0.6014
C 0.9193 0.1310 -0.2854  -0.1291
N -1.1439 1.0328 1.8358  -0.5565
O -1.3746 -0.1612 0.9914  -0.4577
H -0.8990 -0.1729 -2.3524  0.2035
H -3.1895 -0.5780 -0.3864  0.2333
H -3.3449 -0.9726 -2.0179  0.2181
H -3.3663 0.7027 -1.6886  0.2113
H 1.3268 -1.1325 1.5755  0.2224
H 2.5832 0.3788 1.0902  0.2087
H 0.9726 0.5451 1.7951  0.2429
H 2.6643 -0.5733 -1.3891  0.2049
H 1.2057 -0.5663 -2.2646  0.2096
H 1.6152 -1.7305 -0.7723  0.2207
H 2.1994 1.6587 -1.0285  0.2066
H 0.5091 2.0373 -1.3610  0.2132
H 0.9892 2.2203 0.3289  0.2209
H -1.7908 1.6048 1.3341  0.3569
H -1.3286 0.8098 2.8300  0.3679

Atoms 1-3, force components in eV/Å:
C 0.506 -0.936 -2.460
C -0.143 0.597 3.208
C 0.267 2.122 1.545

=====

C7H15NO in the gas phase. Source: the Open Molecules 2025 dataset; level of theory: wB97M-V/def2-TZVPD.

Calculated values
- SMILES: CC[C@@H](N)C(C)(C)C=O
- Electronic energy: -405.7017 Eh
- Gap between HOMO and LUMO: 10.06 eV
- Energy above the lowest of the compared OMol25 structures with the same formula, charge and spin: 0.968 eV
- E_LUMO: 0.79 eV
- Total charge: 0
- Highest occupied orbital energy: -9.2614 eV

Last column: natural (NBO) charge in e.
CARTESIAN COORDINATES (ANGSTROEM)
C 0.2819 0.0455 -0.9018  -0.1890
C 0.2935 0.8570 0.4537  -0.0244
C -0.9639 0.7047 1.3291  -0.4018
C -1.0960 0.0719 -1.5619  -0.6071
C 0.7874 -1.3925 -0.7519  -0.6159
C -1.2503 -0.6825 1.8934  -0.6131
N 1.4560 0.6336 1.2842  -0.8353
C 1.2542 0.7940 -1.7854  0.4622
O 0.9649 1.5319 -2.6846  -0.5170
H 0.3213 1.9178 0.1654  0.1999
H 2.3144 0.8807 0.8090  0.3589
H 1.5143 -0.3325 1.5804  0.3535
H 2.3196 0.6275 -1.5163  0.0932
H -0.8133 1.3869 2.1683  0.2188
H -1.8325 1.0548 0.7725  0.2061
H -1.0216 -0.3318 -2.5699  0.2190
H -1.4558 1.0946 -1.6400  0.2235
H -1.8148 -0.5213 -1.0060  0.2077
H 0.1731 -1.9568 -0.0577  0.2199
H 1.8191 -1.4168 -0.4040  0.2089
H 0.7517 -1.8903 -1.7194  0.2184
H -2.0712 -0.6140 2.6043  0.2178
H -1.5448 -1.3838 1.1174  0.1971
H -0.3870 -1.0786 2.4213  0.1987

Atoms 1-3, force components in eV/Å:
C -0.383 0.058 0.105
C -0.380 0.045 -0.124
C 0.126 0.018 -0.154

=====

A molecular structure, C7H15NO in a non-equilibrium geometry. Source: the Open Molecules 2025 dataset; level of theory: wB97M-V/def2-TZVPD.

Calculated values
- Electronic energy: -405.5594 Eh
- Gap between HOMO and LUMO: 8.61 eV
- Energy above the lowest of the compared OMol25 structures with the same formula, charge and spin: 4.842 eV
- E_LUMO: 0.75 eV
- Total charge: 0
- Highest occupied orbital energy: -7.8570 eV

Last column: natural (NBO) charge in e.
CARTESIAN COORDINATES (ANGSTROEM)
C -0.9674 0.5692 -1.0249  -0.3926
C 1.8204 1.1024 -0.5979  -0.6458
C -2.2969 0.4184 -0.3075  -0.6456
C 0.7445 0.5465 0.3160  0.0645
C 0.3452 1.2345 1.4328  -0.5024
H -0.6939 1.6242 -1.0504  0.2213
H -1.0808 0.3991 -2.0933  0.1952
H 2.7934 0.7885 -0.2242  0.2444
H 1.7359 0.7243 -1.6170  0.2015
H 1.7626 2.1897 -0.6321  0.2130
H -3.0332 1.1027 -0.7354  0.2162
H -2.7074 -0.5868 -0.4000  0.1985
H -2.2037 0.6451 0.7553  0.2087
H 0.1130 2.2889 1.3733  0.1936
H 0.1053 0.7578 2.3705  0.1925
C 0.6731 -1.0097 0.3144  0.2823
N -0.0384 -1.6335 1.4178  -0.8469
C -0.0630 -1.2628 -0.9606  -0.3210
O 2.0087 -1.5011 0.3287  -0.7243
H 1.9390 -2.4631 0.3657  0.4753
H 0.3845 -1.3635 2.2986  0.3695
H -1.0105 -1.3493 1.4360  0.3673
H -0.8900 -1.9610 -0.9192  0.2153
H 0.5597 -1.2603 -1.8466  0.2194

Atoms 1-3, force components in eV/Å:
C -1.463 -2.692 -2.433
C -0.932 0.082 -0.522
C 0.139 -0.072 -0.140

=====

C7H15NO in the gas phase in a non-equilibrium geometry. Source: the Open Molecules 2025 dataset; level of theory: wB97M-V/def2-TZVPD.

Calculated values
- SMILES: C=C(O)[C@@H](N)CC(C)C
- Electronic energy: -405.6706 Eh
- Gap between HOMO and LUMO: 9.69 eV
- Energy above the lowest of the compared OMol25 structures with the same formula, charge and spin: 1.816 eV
- E_LUMO: 0.78 eV
- Total charge: 0
- Highest occupied orbital energy: -8.9046 eV

Last column: natural (NBO) charge in e.
CARTESIAN COORDINATES (ANGSTROEM)
C -0.8924 -0.6838 1.0803  -0.1266
C 0.9861 0.5172 -0.3289  -0.2089
C 0.5989 -0.3690 1.0394  -0.3968
C 2.4354 0.9525 -0.0894  -0.6039
C 0.9033 -0.3418 -1.5874  -0.6263
C -1.5703 0.5044 0.3987  0.3337
N -1.1470 -1.9954 0.5172  -0.8193
C -2.4117 0.3821 -0.6372  -0.5250
O -1.4309 1.7113 1.0443  -0.7108
H -1.2753 1.6546 1.9922  0.4831
H -1.2396 -0.7051 2.1239  0.1898
H 0.4374 1.4411 -0.5353  0.2187
H -0.8469 -2.0378 -0.4494  0.3604
H -2.1388 -2.2037 0.5353  0.3609
H 1.1730 -1.2925 0.9917  0.2234
H 0.8894 0.2389 1.8960  0.2060
H -0.1305 -0.5066 -1.8822  0.2114
H 2.8062 1.5319 -0.9341  0.2040
H 2.5077 1.5747 0.8010  0.2033
H 3.0805 0.0857 0.0464  0.1977
H 1.3977 -1.3010 -1.4408  0.1984
H 1.3866 0.1731 -2.4176  0.2105
H -2.8430 1.2443 -1.1146  0.2126
H -2.6759 -0.5752 -1.0493  0.2038

Atoms 1-3, force components in eV/Å:
C 0.022 0.495 -0.098
C 1.134 -1.319 1.377
C 0.014 1.863 -2.270

=====

2 unconnected molecules or ions with the total composition C7H15NO2. Source: the Open Molecules 2025 dataset; level of theory: wB97M-V/def2-TZVPD.

Calculated values
- Electronic energy: -480.8125 Eh
- Gap between HOMO and LUMO (alpha / beta): 8.41 / 8.41 eV
- Energy above the lowest of the compared OMol25 structures with the same formula, charge and spin: 4.706 eV
- E_LUMO (alpha / beta): 0.07 / 0.07 eV
- Total charge: 0
- Highest occupied orbital energy (alpha / beta): -8.3410 / -8.3413 eV

Last column: natural (NBO) charge in e.
CARTESIAN COORDINATES (ANGSTROEM)
C 2.0307 -0.1890 0.6550  -0.0504
C -1.7199 0.3038 -0.6037  -0.5287
C 1.7146 0.9791 -0.3428  -0.0791
C 3.1976 -1.0695 0.2526  -0.6233
C -2.5045 -1.0100 -0.5285  -0.6235
C -2.3848 1.4605 0.1236  -0.6219
N 0.7526 -1.0196 0.5402  -0.6869
C -0.2983 -0.4899 1.1052  0.9583
O 0.8471 0.5240 -1.3275  -0.8362
O -0.8567 -0.2363 2.0915  -0.4417
H -0.4403 0.4072 -0.7500  0.3757
H 0.6361 -0.9377 -0.5083  0.4647
H 2.1301 0.1572 1.6835  0.2042
H -1.6660 0.5652 -1.6728  0.2544
H 1.2804 1.8071 0.2468  0.1442
H 2.6541 1.3474 -0.7759  0.1796
H 3.2643 -1.9595 0.8794  0.2198
H 3.0980 -1.3767 -0.7905  0.2232
H 4.1266 -0.5050 0.3521  0.2233
H -1.9677 -1.8323 -1.0086  0.2091
H -1.8191 2.3861 -0.0037  0.2130
H -3.4654 -0.9077 -1.0434  0.2095
H -2.7290 -1.3030 0.4999  0.2000
H -3.3938 1.6316 -0.2675  0.2043
H -2.4867 1.2670 1.1933  0.2084

Atoms 1-3, force components in eV/Å:
C -0.198 0.076 -0.142
C 0.135 -0.064 0.145
C -0.068 -0.191 -0.035

=====

2 unconnected molecules or ions with the total composition C7H15NO2Si in a non-equilibrium geometry. Source: the Open Molecules 2025 dataset; level of theory: wB97M-V/def2-TZVPD.

Calculated values
- Electronic energy: -770.3513 Eh
- Gap between HOMO and LUMO: 8.54 eV
- Energy above the lowest of the compared OMol25 structures with the same formula, charge and spin: 2.740 eV
- E_LUMO: 0.35 eV
- Total charge: 0
- Highest occupied orbital energy: -8.1914 eV

Last column: natural (NBO) charge in e.
CARTESIAN COORDINATES (ANGSTROEM)
C 3.6004 1.0979 0.4308  -0.4116
C 2.7476 0.3707 -0.2514  -0.1645
C 0.0990 -1.7953 -0.5522  0.6917
C -2.9245 -0.8603 -1.1180  -1.1215
C -1.7591 2.0754 -0.1501  -1.1084
C 1.2388 0.6142 -0.2624  -0.4757
C 0.5298 -0.6953 0.2932  -0.0912
N 0.9416 -1.0564 1.6560  -0.9136
O -0.5317 -2.8121 0.0476  -0.7095
O 0.1151 -1.7777 -1.7796  -0.6511
Si -1.9783 0.2058 0.0733  1.3601
H 4.6298 0.8656 0.1921  0.1950
H 3.4447 1.8737 1.1148  0.1964
H 3.0115 -0.4128 -0.9459  0.2059
H -2.3446 -1.2590 -1.9112  0.2874
H -3.4601 -1.5924 -0.6514  0.2512
H -3.6488 -0.1753 -1.6150  0.2468
H -2.3453 2.6404 0.4649  0.2411
H -0.7519 2.3324 0.0170  0.2478
H -2.1594 2.4023 -1.1172  0.2401
H 0.8812 0.8758 -1.2271  0.2340
H 0.9906 1.2939 0.5366  0.1941
H 0.5052 -0.3446 2.3967  0.3713
H 1.9339 -1.2138 1.8330  0.3829
H -0.4768 -2.8904 1.0329  0.5098
H -2.2886 0.2374 1.4925  -0.2085

Atoms 1-3, force components in eV/Å:
C 1.767 -1.431 -1.208
C -2.404 0.747 -0.644
C 0.019 0.685 -1.171

=====

C7H15NO3 in the gas phase in a non-equilibrium geometry. Source: the Open Molecules 2025 dataset; level of theory: wB97M-V/def2-TZVPD.

Calculated values
- Electronic energy: -555.9314 Eh
- Gap between HOMO and LUMO (alpha / beta): 5.24 / 6.02 eV
- Expectation value of S²: 2.01
- E_LUMO (alpha / beta): 0.52 / -2.76 eV
- Total charge: 0
- Spin multiplicity: 3
- Highest occupied orbital energy (alpha / beta): -4.7285 / -8.7804 eV

Last column: natural (NBO) charge in e.
CARTESIAN COORDINATES (ANGSTROEM)
C -1.2073 -1.2991 0.0474  0.4026
C -2.1619 1.3826 0.4337  -0.6349
C 0.4075 -0.2693 1.8394  -0.7051
C 2.1915 0.3847 -0.5959  -0.4142
C 1.0597 -1.8429 -0.9017  -0.4146
C -0.6562 1.3609 0.0846  0.0635
C -0.0032 -0.1548 0.4124  0.2322
N 0.8697 -0.3841 -0.7276  -0.4851
O -1.6472 -1.1092 -1.2301  -0.6887
O -1.5786 -2.0421 0.9337  -0.3328
O -0.5314 1.5721 -1.3282  -0.7444
H -2.7589 0.6528 -0.2342  0.2375
H -2.3047 1.0270 1.5434  0.2101
H -2.5797 2.3581 0.3764  0.2117
H -0.3268 -1.0525 2.2812  0.2615
H 1.4323 -0.6200 1.9628  0.2222
H 0.3425 0.6980 2.3158  0.2204
H 2.7951 -0.0057 0.2695  0.1836
H 2.7211 0.2779 -1.5268  0.2123
H 1.9557 1.4659 -0.5144  0.1932
H 0.2736 -2.2559 -1.5452  0.2179
H 2.0414 -1.9191 -1.4303  0.1874
H 0.9963 -2.2266 0.0324  0.1836
H -0.2542 2.0728 0.6742  0.1713
H -1.1614 -0.3604 -1.5793  0.5199
H 0.0852 2.2889 -1.5934  0.4890

Atoms 1-3, force components in eV/Å:
C 3.219 4.204 -2.907
C -0.365 -2.800 1.132
C -0.915 -2.020 0.946

=====

2 unconnected molecules or ions with the total composition C7H15O2 in a non-equilibrium geometry. Source: the Open Molecules 2025 dataset; level of theory: wB97M-V/def2-TZVPD.

Calculated values
- Electronic energy: -426.1277 Eh
- Gap between HOMO and LUMO: 5.22 eV
- Energy above the lowest of the compared OMol25 structures with the same formula, charge and spin: 3.477 eV
- E_LUMO: 3.91 eV
- Total charge: -1
- Highest occupied orbital energy: -1.3069 eV

Last column: natural (NBO) charge in e.
CARTESIAN COORDINATES (ANGSTROEM)
C 0.2524 -2.1118 -0.9560  -0.0617
O -0.8470 -1.2422 -0.9498  -0.8373
C 1.1754 -1.8620 0.2657  -0.4277
C 0.5800 -1.4283 1.6479  -0.4058
C -0.4028 -0.2418 1.6547  -0.5964
C -0.3110 3.2421 -0.0074  -0.6134
C -0.6397 2.1725 1.0230  -0.4395
C -0.0417 0.9461 0.9510  -0.1695
H 0.7871 -1.7849 -1.8681  0.1756
H -0.1016 -3.1443 -0.8910  0.1382
H 1.9675 -1.1818 -0.0525  0.1867
H 1.7117 -2.7862 0.5385  0.1838
H 1.3640 -1.1826 2.3670  0.1684
H 0.0718 -2.2711 2.1538  0.1793
H -1.0703 -0.9386 0.0373  0.5034
H -1.2506 -0.2221 2.3301  0.1867
H -0.6522 4.2340 0.3157  0.1800
H -0.7649 3.0604 -1.0139  0.1577
H 0.7366 3.3027 -0.2608  0.1756
H -1.4193 2.4689 1.7103  0.1656
H 0.9076 0.9610 0.4135  0.1646
H -1.0666 -0.6290 -2.7751  0.5110
H -0.3035 0.7204 -3.1410  0.4709
O -0.6829 -0.0818 -3.4930  -0.9960

Atoms 1-3, force components in eV/Å:
C 0.129 1.175 1.265
O -1.420 0.388 0.989
C 0.624 -0.346 0.845

=====

2 unconnected molecules or ions with the total composition C7H15O2 in a non-equilibrium geometry. Source: the Open Molecules 2025 dataset; level of theory: wB97M-V/def2-TZVPD.

Calculated values
- Electronic energy: -425.8173 Eh
- Gap between HOMO and LUMO: 6.59 eV
- Energy above the lowest of the compared OMol25 structures with the same formula, charge and spin: 2.626 eV
- E_LUMO: -6.85 eV
- Total charge: +1
- Highest occupied orbital energy: -13.4442 eV

Last column: natural (NBO) charge in e.
CARTESIAN COORDINATES (ANGSTROEM)
C 0.9250 1.0890 -0.8662  0.6668
C 2.0545 -1.0116 0.8826  -0.6373
C 4.1513 -0.1550 -0.2458  -0.6372
C -3.2678 0.8074 0.9778  -0.7799
C -3.6430 -0.7432 -1.1480  -0.7281
C 2.7761 0.1471 0.1622  0.0818
C -3.3189 -0.4798 0.2363  0.4857
O 2.0786 0.5225 -1.0021  -0.4692
O 0.1741 1.1429 0.0871  -0.6500
H 0.6498 1.5982 -1.7813  0.1192
H 2.1105 -0.9292 1.9271  0.2238
H 0.9772 -0.9435 0.5152  0.2056
H 2.1580 -2.0495 0.6530  0.2202
H 4.8714 -0.2583 0.4716  0.2364
H 4.6487 0.6082 -0.7837  0.2289
H 4.1320 -0.9987 -0.9456  0.2179
H -3.7661 1.5794 0.4454  0.2549
H -2.2765 1.2333 1.1383  0.3608
H -3.8325 0.7433 1.9098  0.3071
H -3.7977 0.2078 -1.7039  0.2658
H -4.4043 -1.4721 -1.0098  0.3119
H -2.7740 -1.1879 -1.4658  0.2980
H 2.6532 1.0170 0.8896  0.1958
H -2.8485 -1.4055 0.6493  0.2209

Atoms 1-3, force components in eV/Å:
C -1.712 1.004 -0.246
C -2.611 0.287 -2.034
C -0.214 -0.377 -2.447

=====

A molecular structure, C7H15O3SSi in a non-equilibrium geometry. Source: the Open Molecules 2025 dataset; level of theory: wB97M-V/def2-TZVPD.

Calculated values
- Electronic energy: -1189.1081 Eh
- Gap between HOMO and LUMO: 7.21 eV
- Energy above the lowest of the compared OMol25 structures with the same formula, charge and spin: 0.204 eV
- E_LUMO: 3.62 eV
- Total charge: -1
- Highest occupied orbital energy: -3.5878 eV

Last column: natural (NBO) charge in e.
CARTESIAN COORDINATES (ANGSTROEM)
C -0.5970 0.3535 -2.7369  -0.5595
C -0.7493 0.5305 -1.4329  -0.1726
C -1.0906 -2.8378 -0.9299  -0.6261
C 0.9144 2.6942 0.2630  -1.1214
C 2.1469 0.4095 1.9535  -1.1160
C 0.0736 -1.8164 -0.6724  -0.4015
C -0.2861 -0.3542 -0.3797  -0.6528
O -2.8052 -0.0881 0.7502  -0.9634
O -1.2073 -1.6243 1.8243  -0.9744
O -0.8945 0.8403 1.9631  -1.0843
Si 0.5594 1.5253 1.7533  1.6675
S -1.4040 -0.4059 0.9663  2.2973
H -0.7917 1.1390 -3.4598  0.1868
H 0.1684 -0.3340 -2.9698  0.1646
H -1.6700 1.0911 -1.0964  0.2161
H -1.9262 -3.1398 -0.1659  0.2148
H -1.6502 -2.2356 -1.6274  0.2080
H -0.6033 -3.7039 -1.2862  0.1849
H 0.1192 3.4733 0.2757  0.2280
H 1.7579 3.2041 0.6917  0.2117
H 1.1605 2.2025 -0.7079  0.2487
H 1.7733 -0.4626 2.4317  0.2379
H 2.4383 0.1593 0.7882  0.2418
H 2.9554 0.8503 2.5004  0.2199
H 0.4754 -1.8580 -1.6554  0.1969
H 0.7706 -2.2625 0.0685  0.2014
H 0.3621 2.6503 2.8906  -0.2545

Atoms 1-3, force components in eV/Å:
C 1.122 1.152 -0.730
C -3.115 -0.901 1.934
C -1.778 1.514 1.824